(1)
Below is a cluster of 2 separate species, C4H10O2Si in total, with properties calculated with the ωB97M-V functional and the def2-TZVPD basis.

```
17
Properties=species:S:1:pos:R:3:lowdin_charge:R:1
C -0.64 -1.88 -0.44 -0.11
C 0.47 -1.83 0.26 -0.36
Si 1.60 -0.38 0.50 0.62
C 1.24 0.98 -0.68 -0.43
O 2.33 1.91 -0.52 -0.19
H -1.41 -2.78 -0.44 0.10
H -0.78 -1.25 -1.28 0.03
H 0.65 -2.52 1.13 0.06
H 1.47 0.17 1.92 -0.01
H 2.96 -1.14 0.22 0.00
H 0.27 1.54 -0.54 0.09
H 1.27 0.62 -1.74 0.10
H 2.13 2.26 0.43 0.11
C -2.87 1.04 0.32 -0.16
O -2.75 1.29 -0.83 -0.01
H -3.88 1.39 0.76 0.10
H -2.07 0.59 0.92 0.07
```

Values from the calculation:
ΔE to the lowest compared entry with this formula, charge and spin (eV): 5.355
LUMO level (eV): 0.7
Frontier orbital gap (eV): 10.43
2S+1: 1

(2)
Below is the molecule C14H14N2O4S2, with properties calculated with the ωB97M-V functional and the def2-TZVPD basis.

```
36
Properties=species:S:1:pos:R:3:lowdin_charge:R:1
N -3.41 -0.70 -0.22 -0.02
S -3.35 0.89 0.25 0.66
O -4.19 1.71 -0.68 -0.32
O -3.76 0.86 1.62 -0.28
C -1.78 1.17 -0.15 -0.39
C -1.45 1.64 -1.20 -0.12
C -0.14 1.83 -1.32 -0.09
C 0.85 1.83 -0.57 -0.32
N 2.25 1.75 -0.80 -0.09
S 3.39 1.10 0.20 0.78
O 4.47 0.92 -0.86 -0.37
O 3.50 1.54 1.58 -0.31
C 2.63 -0.74 0.43 0.03
C 1.71 -1.13 -0.43 -0.20
C 1.05 -2.17 -0.41 -0.21
C -0.33 -2.30 -0.86 0.00
C -1.16 -3.45 -0.89 -0.04
C -0.82 -4.40 0.15 -0.04
C 0.53 -4.33 0.67 -0.15
C 1.29 -3.29 0.63 -0.01
C 0.38 1.51 0.74 -0.03
C -0.87 1.20 1.05 0.03
H -4.25 -0.94 -0.94 0.18
H -3.44 -1.15 0.51 -0.08
H -2.15 1.70 -2.06 0.17
H 0.32 2.28 -2.45 0.20
H 2.48 2.10 -1.76 0.15
H 2.82 -0.91 1.28 -0.03
H 1.60 -0.56 -1.36 0.15
H -0.71 -1.55 -1.48 0.08
H -2.04 -3.32 -1.32 0.04
H -1.32 -5.55 0.12 0.16
H 0.95 -5.25 1.22 0.13
H 2.32 -3.14 0.69 0.09
H 1.05 1.52 1.53 0.09
H -1.34 1.18 2.05 0.13
```

Values from the calculation:
ΔE to the lowest compared entry with this formula, charge and spin (eV): 14.079
LUMO level (eV): -1.0
Frontier orbital gap (eV): 7.82
2S+1: 1

(3)
Below is the molecule C6H8Cl2, with properties calculated with the ωB97M-V functional and the def2-TZVPD basis.

```
16
Properties=species:S:1:pos:R:3:lowdin_charge:R:1
C -1.97 -0.18 -0.75 -0.06
C -0.82 0.59 -0.20 -0.20
C 0.05 1.59 -0.38 -0.08
C 1.22 1.07 0.44 -0.58
Cl 1.38 2.04 2.00 0.52
C 0.43 -0.23 0.68 -0.87
C 1.10 -1.43 0.02 -0.11
Cl -0.15 -0.60 2.25 0.68
H -2.33 -0.99 -0.20 0.04
H -1.84 -0.49 -1.82 0.10
H -2.92 0.56 -0.81 0.13
H -0.22 2.52 -0.96 0.12
H 2.19 1.00 0.13 0.06
H 2.16 -1.67 0.28 0.09
H 1.21 -1.36 -1.01 0.05
H 0.50 -2.42 0.34 0.12
```

Values from the calculation:
ΔE to the lowest compared entry with this formula, charge and spin (eV): 1.609
LUMO level (eV): 0.8
Frontier orbital gap (eV): 10.39
2S+1: 1

(4)
Below is a structure of composition H42LiO21, with properties calculated with the ωB97M-V functional and the def2-TZVPD basis.

```
64
Properties=species:S:1:pos:R:3:lowdin_charge:R:1
Li -0.55 -0.45 0.63 0.68
O 0.81 4.81 1.22 -0.05
H 0.12 4.76 0.56 -0.04
H 0.71 4.00 1.72 -0.04
O -4.20 -1.91 -0.39 -0.05
H -3.68 -2.63 -0.76 -0.02
H -4.60 -2.30 0.39 0.05
O -0.93 -1.11 2.50 -0.09
H -1.47 -0.74 3.21 0.00
H -0.10 -1.33 2.92 0.01
O 2.58 -2.79 -1.73 -0.03
H 3.44 -2.46 -2.00 0.07
H 2.67 -3.74 -1.76 0.07
O 0.20 2.95 3.20 -0.03
H 0.30 2.43 4.00 0.08
H -0.50 3.58 3.41 0.08
O -2.83 -0.13 4.36 -0.03
H -3.66 -0.01 3.89 0.06
H -3.09 -0.55 5.19 0.06
O 2.01 1.92 -3.37 -0.04
H 1.90 2.31 -4.24 0.09
H 1.86 0.99 -3.50 0.01
O -2.30 1.26 -3.63 -0.02
H -2.53 0.34 -3.72 0.06
H -3.13 1.73 -3.64 0.07
O 2.43 2.68 -0.90 -0.04
H 2.00 3.50 -1.15 0.06
H 2.37 2.12 -1.67 0.00
O 1.86 -1.80 2.93 -0.03
H 2.17 -2.70 2.83 0.05
H 2.58 -1.26 2.61 0.02
O 0.59 1.16 1.03 -0.08
H 1.29 1.46 0.45 0.01
H 0.45 1.90 1.63 0.00
O -0.35 2.65 -2.39 -0.05
H -0.93 2.10 -2.93 -0.01
H 0.45 2.14 -2.30 0.00
O -1.51 -3.94 4.31 -0.05
H -1.86 -3.93 3.42 0.02
H -2.27 -4.14 4.86 0.03
O -1.08 4.73 -0.63 -0.04
H -0.91 4.10 -1.34 0.00
H -1.85 5.22 -0.92 0.06
O 4.18 -0.07 1.21 -0.04
H 4.36 -0.34 0.31 0.02
H 4.06 0.88 1.16 -0.01
O 1.34 -0.75 -3.47 -0.02
H 1.36 -1.58 -3.00 0.01
H 1.33 -0.99 -4.39 0.06
O 3.24 2.54 1.62 -0.04
H 2.91 2.93 2.42 0.05
H 2.91 3.11 0.92 0.01
O -2.89 -4.18 -1.11 -0.03
H -2.72 -4.88 -0.47 0.07
H -2.03 -3.99 -1.49 -0.01
O -0.37 -4.19 -2.34 -0.02
H -0.33 -3.73 -3.18 0.07
H -0.18 -5.10 -2.56 0.08
O 0.28 -2.13 -0.22 -0.07
H 1.14 -2.21 -0.62 0.00
H -0.25 -2.82 -0.63 0.01
O -1.97 0.07 -0.60 -0.08
H -2.84 -0.32 -0.67 0.01
H -1.99 0.81 -1.21 0.02
```

Values from the calculation:
Net charge: +1
LUMO level (eV): -3.0
Frontier orbital gap (eV): 9.39
2S+1: 1

(5)
Below is a cluster of 2 separate species, C4H7ClO2 in total, with properties calculated with the ωB97M-V functional and the def2-TZVPD basis.

```
14
Properties=species:S:1:pos:R:3:lowdin_charge:R:1
C 0.82 -0.05 1.46 -0.03
C 0.75 -0.53 0.04 -0.47
C 1.64 0.35 -0.95 -0.01
O -0.04 -1.26 -0.48 0.03
H 0.05 0.81 1.61 0.13
H 1.91 0.33 1.67 0.11
H 0.64 -0.85 2.17 0.07
H 1.57 -0.12 -1.91 0.07
H 1.15 1.25 -1.06 0.05
H 2.71 0.33 -0.58 0.10
O -2.57 0.89 -1.24 -0.01
C -2.72 -0.09 -0.59 -0.78
Cl -4.01 -0.22 0.50 0.69
H -1.89 -0.85 -0.65 0.08
```

Values from the calculation:
ΔE to the lowest compared entry with this formula, charge and spin (eV): 0.768
LUMO level (eV): 0.7
Frontier orbital gap (eV): 10.63
2S+1: 1

(6)
Below is the ion C4H2FS2 with charge -1, with properties calculated with the ωB97M-V functional and the def2-TZVPD basis.

```
9
Properties=species:S:1:pos:R:3:lowdin_charge:R:1
F -1.49 1.77 -0.12 0.00
C -0.53 0.85 0.04 -0.52
C 0.86 1.10 0.13 -0.38
S 1.82 -0.32 -0.05 0.77
C 0.63 -1.47 0.23 -0.46
C -0.90 -0.47 -0.07 -0.80
S -2.50 -0.95 -0.12 0.38
H 1.41 1.92 0.35 0.00
H 0.70 -2.43 -0.39 0.01
```

Values from the calculation:
ΔE to the lowest compared entry with this formula, charge and spin (eV): 0.000
Net charge: -1
LUMO level (spin up / spin down) (eV): 3.4 / 3.4
Frontier orbital gap (spin up / spin down) (eV): 5.80 / 5.79
2S+1: 1

no.,maximum force (eV Å⁻¹),total energy (eV)
1,3.668,-16279.458
2,18.359,-47572.930
3,5.329,-31394.021
4,1.088,-43884.323
5,4.180,-20877.816
6,5.418,-28566.522